(1)
{
  "formula": "C3H7NOS",
  "method": "ωB97M-V/def2-TZVPD",
  "elements": ["O", "C", "N", "C", "C", "S", "H", "H", "H", "H", "H", "H", "H"],
  "coordinates": [[2.970, 0.170, -0.248], [1.985, -0.712, 0.072], [0.640, -0.265, -0.437], [-0.542, 0.094, 0.459], [-1.841, 0.700, -0.185], [-3.364, 0.016, 0.420], [2.020, -1.562, -0.648], [1.951, -0.970, 1.146], [0.772, 0.523, -1.105], [0.018, 0.568, 1.328], [-0.865, -0.909, 0.827], [-1.709, 0.593, -1.275], [-2.037, 1.753, -0.356]],
  "forces_ev_per_angstrom": [[-0.09, -0.20, 0.70], [0.37, 1.44, -2.45], [-2.69, 1.68, -1.09], [2.08, -1.20, 0.79], [1.43, 0.04, -1.43], [-1.06, -0.47, 0.36], [0.76, -1.00, 1.04], [-0.43, -0.32, 0.09], [0.47, -0.81, 0.90], [-1.53, 0.32, -0.37], [-0.12, 0.87, 0.02], [0.02, -1.36, -0.09], [0.81, 1.02, 1.51]],
  "gap_ev": 5.55,
  "largest_force_ev_per_a": 3.4,
  "relative_energy_kj_mol": 133.0,
  "e_tot_ha": -646.5511,
  "charge": -2,
  "spin_multiplicity": 1,
  "smiles": "[O-]CNCC[S-]"
}

(2)
{
  "formula": "C3H7NOS",
  "method": "ωB97M-V/def2-TZVPD",
  "elements": ["C", "C", "C", "N", "O", "S", "H", "H", "H", "H", "H", "H", "H"],
  "coordinates": [[-0.155, 0.671, -0.483], [2.009, -0.120, 0.384], [0.894, -0.419, -0.572], [-0.773, 1.598, -0.160], [-1.869, -1.015, -0.266], [-2.998, -0.123, 0.000], [1.695, 0.033, 1.440], [2.452, 0.734, -0.056], [2.713, -0.986, 0.521], [0.362, -1.395, -0.283], [1.132, -0.496, -1.666], [-2.877, 0.285, 1.456], [-2.586, 1.233, -0.316]],
  "forces_ev_per_angstrom": [[0.81, -0.02, 1.06], [0.59, -1.38, 1.03], [-2.81, -1.44, -0.52], [1.04, -0.21, -0.77], [0.68, -0.77, -0.46], [-1.28, 1.97, 2.34], [-0.26, 0.40, -0.93], [1.26, 0.98, 0.36], [-0.42, 0.86, -0.80], [0.65, 1.51, -0.62], [0.36, -0.02, 1.11], [-0.30, -0.47, -2.12], [-0.33, -1.39, 0.32]],
  "gap_ev": 10.32,
  "largest_force_ev_per_a": 3.3,
  "relative_energy_kj_mol": 317.5,
  "e_tot_ha": -646.5911,
  "spin_multiplicity": 1
}

(3)
{
  "formula": "C3H7NOS",
  "method": "ωB97M-V/def2-TZVPD",
  "elements": ["C", "C", "C", "N", "O", "S", "H", "H", "H", "H", "H", "H", "H"],
  "coordinates": [[-0.654, 0.371, 0.509], [-1.625, -0.168, -0.448], [0.302, -0.764, 0.693], [2.450, 0.396, -0.362], [-2.640, -1.068, -0.158], [1.639, -1.191, -0.258], [-0.381, 1.387, -0.024], [-1.116, 0.758, 1.517], [-1.321, -0.156, -1.527], [0.007, -1.565, 1.237], [2.833, 0.478, -1.247], [1.848, 1.146, -0.150], [-3.163, -0.944, 0.564]],
  "forces_ev_per_angstrom": [[-1.16, 3.25, 0.99], [-0.94, -0.94, -0.66], [1.09, 2.02, -1.94], [0.20, -2.26, 1.79], [2.98, -0.52, -4.06], [0.31, 1.70, -0.02], [0.56, -2.08, 1.20], [0.77, -0.98, -1.71], [-0.54, -0.40, 1.21], [-1.27, -2.15, 1.72], [0.69, 0.37, -2.06], [-0.94, 0.79, 0.18], [-1.75, 1.19, 3.36]],
  "gap_ev": [7.66, 7.38],
  "largest_force_ev_per_a": 5.1,
  "relative_energy_kj_mol": 496.5,
  "e_tot_ha": -646.5229,
  "spin_multiplicity": 1
}

(4)
{
  "formula": "C3H7NOS",
  "method": "ωB97M-V/def2-TZVPD",
  "elements": ["C", "C", "C", "N", "O", "S", "H", "H", "H", "H", "H", "H", "H"],
  "coordinates": [[0.744, 1.455, -1.517], [0.842, -1.171, 2.035], [-1.489, 0.635, -0.910], [1.011, -0.224, 1.247], [-0.482, 1.753, -1.315], [1.226, -0.157, -1.740], [-0.026, -1.817, 1.679], [1.371, -1.430, 2.987], [0.156, -0.868, -1.221], [-2.364, 1.251, -0.503], [-0.853, -0.038, -0.227], [-1.836, 0.085, -1.834], [1.701, 0.526, 1.320]],
  "forces_ev_per_angstrom": [[0.94, 0.59, -0.97], [-1.00, -1.12, 0.26], [0.27, 0.96, -0.39], [-0.20, 1.26, -0.86], [-1.96, -1.43, 1.11], [-0.26, -0.82, 0.20], [1.09, 0.17, 1.06], [-0.25, 0.27, -0.78], [0.98, 0.00, -0.77], [1.49, -1.21, -0.16], [-1.87, 1.28, -0.41], [0.55, 0.64, 0.97], [0.22, -0.61, 0.75]],
  "gap_ev": 8.68,
  "largest_force_ev_per_a": 2.7,
  "relative_energy_kj_mol": 500.9,
  "e_tot_ha": -646.5212,
  "spin_multiplicity": 1
}

(5)
{
  "formula": "C3H7NOS",
  "method": "ωB97M-V/def2-TZVPD",
  "elements": ["C", "C", "S", "C", "N", "O", "H", "H", "H", "H", "H", "H", "H"],
  "coordinates": [[-0.028, -0.330, -0.006], [-1.111, 0.829, 0.209], [1.375, -2.024, -2.710], [-0.160, -0.031, 1.496], [1.231, -0.060, -0.579], [0.535, 0.869, 2.003], [-1.252, 1.076, -1.395], [-0.537, -0.837, 2.154], [-0.675, 1.817, 0.337], [-2.160, 0.660, 0.439], [-0.598, -1.196, -0.415], [1.333, -0.482, -1.529], [2.048, -0.290, -0.004]],
  "forces_ev_per_angstrom": [[-2.45, -0.25, 3.31], [-0.46, 2.22, -7.93], [-0.01, 0.11, 0.56], [4.64, -1.79, 0.71], [0.55, -0.39, -1.11], [-0.86, -1.07, -0.14], [-0.21, -0.47, 3.57], [-1.16, 0.54, -0.30], [-0.38, -0.33, 0.49], [0.29, -0.21, 0.20], [0.67, 0.54, 0.68], [-0.02, 1.00, 0.00], [-0.62, 0.11, -0.03]],
  "gap_ev": 5.37,
  "largest_force_ev_per_a": 8.3,
  "relative_energy_kj_mol": 881.2,
  "e_tot_ha": -646.3764,
  "spin_multiplicity": 1
}

(6)
{
  "formula": "C3H7NOS2",
  "method": "ωB97M-V/def2-TZVPD",
  "elements": ["C", "C", "C", "N", "O", "S", "S", "H", "H", "H", "H", "H", "H", "H"],
  "coordinates": [[-0.099, 0.686, -0.655], [-2.053, 1.297, 1.756], [1.008, -1.803, -0.355], [2.343, -0.041, -1.859], [-0.171, 1.811, -0.785], [-1.284, -0.265, 1.231], [0.898, -0.589, -1.630], [-2.996, 1.297, 1.199], [-1.253, 1.918, 1.229], [-2.086, 1.250, 2.873], [0.195, -2.475, -0.380], [0.967, -1.413, 0.683], [2.040, -2.080, -0.532], [2.491, 0.408, -2.775]],
  "forces_ev_per_angstrom": [[-1.03, -3.07, 2.72], [1.48, -0.80, -1.33], [1.27, 1.48, 1.56], [0.13, -0.09, 0.33], [-0.12, 2.36, -0.46], [1.14, -0.17, -1.66], [-0.26, 0.87, -1.34], [0.06, 0.68, 0.75], [-1.58, 0.44, 1.46], [-0.04, 0.71, -1.15], [-0.46, -1.17, -0.69], [0.14, 0.40, -0.69], [-0.07, -1.12, 0.02], [-0.65, -0.52, 0.49]],
  "gap_ev": 8.01,
  "largest_force_ev_per_a": 4.2,
  "relative_energy_kj_mol": 449.1,
  "e_tot_ha": -1044.7313,
  "spin_multiplicity": 1
}

(7)
{
  "formula": "C3H7NOS2",
  "method": "ωB97M-V/def2-TZVPD",
  "elements": ["N", "C", "O", "C", "C", "S", "S", "H", "H", "H", "H", "H", "H", "H"],
  "coordinates": [[0.930, 2.020, 1.270], [-0.081, 1.014, 1.263], [-0.483, 0.480, 2.264], [-0.558, 0.577, -0.123], [0.539, -0.547, -0.432], [-0.291, -1.369, -1.903], [-1.244, -3.106, -1.451], [1.271, 2.158, 2.226], [1.731, 1.740, 0.712], [-1.599, 0.212, -0.031], [-0.511, 1.395, -0.845], [0.692, -1.194, 0.403], [1.386, 0.091, -0.696], [-1.781, -3.470, -2.657]],
  "forces_ev_per_angstrom": [[-0.12, -0.77, 0.65], [0.15, 0.65, -0.40], [-0.16, 0.30, 0.28], [0.79, -0.35, 1.71], [-3.31, 1.23, -1.12], [1.66, 1.45, -1.83], [-0.69, -1.64, 1.25], [-0.25, -0.07, -0.27], [-0.21, 0.34, -0.32], [0.81, -0.07, -0.09], [0.10, -0.28, -0.03], [0.20, -0.42, 0.42], [0.38, -1.18, -0.57], [0.65, 0.83, 0.32]],
  "gap_ev": 8.40,
  "largest_force_ev_per_a": 3.7,
  "relative_energy_kj_mol": 147.5,
  "e_tot_ha": -1044.8462,
  "spin_multiplicity": 1,
  "smiles": "NC(=O)CCSS"
}

(8)
{
  "formula": "C3H7NOS2",
  "method": "ωB97M-V/def2-TZVPD",
  "elements": ["N", "C", "C", "O", "C", "S", "S", "H", "H", "H", "H", "H", "H", "H"],
  "coordinates": [[1.172, -0.133, 0.977], [0.307, 0.785, 0.272], [1.039, 1.302, -0.970], [1.351, 2.419, -1.255], [-0.960, 0.081, -0.218], [-1.868, -0.663, 1.202], [-1.505, -2.694, 0.899], [1.612, -0.831, 0.386], [1.943, 0.376, 1.402], [0.036, 1.672, 0.850], [1.229, 0.449, -1.668], [-1.690, 0.693, -0.732], [-0.618, -0.756, -0.819], [-2.049, -2.701, -0.326]],
  "forces_ev_per_angstrom": [[0.49, 0.29, 0.61], [-0.14, 1.05, -1.00], [-0.58, -0.87, -0.28], [0.08, 0.34, 0.25], [0.41, -0.69, 1.26], [-0.06, -0.32, -0.36], [0.10, 0.56, -0.01], [-0.32, -0.05, -0.24], [-0.21, -0.06, 0.07], [0.21, -0.31, 0.41], [0.32, 0.12, -0.09], [0.23, 0.29, -0.27], [-0.33, -0.06, -0.38], [-0.20, -0.28, 0.04]],
  "gap_ev": 9.14,
  "largest_force_ev_per_a": 1.5,
  "relative_energy_kj_mol": 130.5,
  "e_tot_ha": -1044.8527,
  "spin_multiplicity": 1,
  "smiles": "N[C@@H](C=O)CSS"
}

(9)
{
  "formula": "C3H7NOS2",
  "method": "ωB97M-V/def2-TZVPD",
  "elements": ["C", "C", "C", "H", "H", "H", "H", "H", "H", "H", "N", "O", "S", "S"],
  "coordinates": [[0.479, 2.310, -0.707], [0.433, -0.205, 0.137], [0.874, -1.631, 0.251], [0.825, 3.000, 0.219], [-0.860, 2.108, -0.586], [0.887, 2.675, -1.689], [2.091, -1.867, 0.292], [0.554, -1.871, 1.332], [-0.762, -3.030, 0.145], [-3.131, 0.375, 0.368], [-0.727, 0.303, 0.470], [0.096, -2.479, -0.611], [1.285, 0.741, -1.026], [-2.044, -0.430, 1.405]],
  "forces_ev_per_angstrom": [[-2.24, 1.10, 0.14], [-2.96, 0.08, -0.58], [0.88, -1.93, 3.37], [-0.57, -2.04, -2.16], [4.57, 0.85, -0.83], [-1.24, 1.18, 0.91], [-3.22, 0.83, -0.84], [0.82, 0.17, -1.28], [4.01, 2.74, -3.74], [2.37, -2.00, 2.65], [1.13, -1.35, 0.92], [-3.10, -2.20, 3.65], [0.51, 0.51, 1.22], [-0.96, 2.08, -3.43]],
  "gap_ev": 8.04,
  "largest_force_ev_per_a": 6.1,
  "relative_energy_kj_mol": 641.7,
  "e_tot_ha": -1044.6580,
  "spin_multiplicity": 1
}

What did the sixth record say?
{
  "formula": "C3H7NOS2",
  "method": "ωB97M-V/def2-TZVPD",
  "elements": ["C", "C", "C", "N", "O", "S", "S", "H", "H", "H", "H", "H", "H", "H"],
  "coordinates": [[-0.099, 0.686, -0.655], [-2.053, 1.297, 1.756], [1.008, -1.803, -0.355], [2.343, -0.041, -1.859], [-0.171, 1.811, -0.785], [-1.284, -0.265, 1.231], [0.898, -0.589, -1.630], [-2.996, 1.297, 1.199], [-1.253, 1.918, 1.229], [-2.086, 1.250, 2.873], [0.195, -2.475, -0.380], [0.967, -1.413, 0.683], [2.040, -2.080, -0.532], [2.491, 0.408, -2.775]],
  "forces_ev_per_angstrom": [[-1.03, -3.07, 2.72], [1.48, -0.80, -1.33], [1.27, 1.48, 1.56], [0.13, -0.09, 0.33], [-0.12, 2.36, -0.46], [1.14, -0.17, -1.66], [-0.26, 0.87, -1.34], [0.06, 0.68, 0.75], [-1.58, 0.44, 1.46], [-0.04, 0.71, -1.15], [-0.46, -1.17, -0.69], [0.14, 0.40, -0.69], [-0.07, -1.12, 0.02], [-0.65, -0.52, 0.49]],
  "gap_ev": 8.01,
  "largest_force_ev_per_a": 4.2,
  "relative_energy_kj_mol": 449.1,
  "e_tot_ha": -1044.7313,
  "spin_multiplicity": 1
}